Formula: C10H13Cl2NO2
Source: the OMol25 dataset
Level of theory: ωB97M-V/def2-TZVPD

ORCA input file:
```
! RIJCOSX wB97M-V def2-TZVPD def2/J DEFGRID3
* xyz 0 1
C -2.0267 0.5273 3.2593
C -0.9681 1.0011 2.7419
C -0.5937 2.4166 2.7138
C 0.0794 0.1107 2.1201
C -0.0560 0.0732 0.6714
Cl -1.4441 -0.9037 0.1183
C 1.4405 -0.6242 -0.0987
Cl 2.8956 0.2164 0.5641
C 1.4130 -1.9668 0.3617
N 1.4139 -3.0508 0.7860
C 1.3479 -0.4235 -1.6143
O 1.3329 0.6514 -2.1186
O 1.0381 -1.5465 -2.2095
C 0.7474 -1.3643 -3.5715
C -0.4853 -0.5013 -3.9217
H -2.3031 -0.4923 3.0033
H -2.6714 1.1392 3.8712
H -1.1515 3.0207 3.5867
H 0.4851 2.5799 2.8460
H -1.0519 2.9118 1.7776
H -0.0605 -1.0059 2.3948
H 1.0683 0.5599 2.3724
H -0.2312 0.9408 0.1726
H 1.5490 -0.7614 -4.0126
H 0.6194 -2.4354 -3.9155
H -1.0623 -1.0907 -4.6110
H -1.0105 -0.4324 -3.0176
H -0.3143 0.4502 -4.2700
*
```

Summary:
LUMO level   0.37 eV
Kohn-Sham gap   0.376 Ha
Total energy   -1514.37391 Ha
E_HOMO   -9.9 eV
Structure (SMILES)   C=C(C)C[C@H](Cl)[C@@](Cl)(C#N)C(=O)OCC
Energy above the lowest of the compared OMol25 structures with the same formula, charge and spin   12.8 kcal per mole

***

Formula: C10H13Cl8F
Source: the OMol25 dataset
Level of theory: ωB97M-V/def2-TZVPD

ORCA input file:
```
! RIJCOSX wB97M-V def2-TZVPD def2/J DEFGRID3
* xyz 1 2
C 2.3672 1.9773 0.2552
Cl 1.0310 1.2626 1.1492
Cl 2.6094 3.6888 0.5779
H 3.3071 1.4703 0.4734
H 2.1846 1.9008 -0.8167
C 2.1108 -1.8744 -0.0348
Cl 2.6962 -3.1949 0.9711
Cl 0.3320 -1.7980 -0.1423
H 2.5936 -0.9519 0.2876
H 2.4801 -2.0157 -1.0506
C 1.0879 0.2183 -3.8143
Cl 0.3651 -0.5860 -5.1631
Cl 0.0756 1.3422 -2.9295
H 1.4020 -0.5466 -3.1041
H 1.9942 0.7420 -4.1185
C 4.4583 -1.7452 3.5542
Cl 3.5482 -0.3468 2.9064
Cl 3.4364 -2.6871 4.6721
H 4.7687 -2.2816 2.6575
H 5.2158 -1.2754 4.1814
F -6.4426 1.2709 1.0376
C -5.2575 0.8745 0.5053
C -5.1610 0.4064 -0.8545
C -3.9148 0.0401 -1.3740
C -2.7130 0.2718 -0.6074
C -2.8546 0.7060 0.7261
C -4.0868 0.9000 1.2923
H -5.9859 0.2798 -1.5399
H -3.8375 -0.2334 -2.4160
H -1.6993 0.0386 -0.8982
H -1.9625 0.8987 1.3035
H -4.1486 1.2481 2.3128
*
```

Summary:
LUMO level (alpha / beta)   -4.51 / -8.48 eV
Kohn-Sham gap (alpha / beta)   0.309 / 0.163 Ha
Total energy   -4169.88498 Ha
E_HOMO (alpha / beta)   -12.9 / -12.9 eV

***

Formula: C10H13ClCsN3O5S2
Source: the OMol25 dataset
Level of theory: ωB97M-V/def2-TZVPD

ORCA input file:
```
! RIJCOSX wB97M-V def2-TZVPD def2/J DEFGRID3
* xyz 0 1
Cs 1.5150 1.5073 -0.2037
C 2.1167 -2.4612 1.0728
C 0.9472 -2.1265 1.8864
N 0.2573 -0.9779 1.7970
C -0.9725 -1.0913 2.4578
C -1.0821 -2.2992 3.1676
S 0.2518 -3.3212 2.9869
C -1.8852 0.0689 2.4138
C -3.2264 -0.1045 2.1929
S -4.0524 1.3419 2.0276
C -2.5420 2.2322 2.5769
N -1.5383 1.4188 2.6785
C -2.3833 3.6513 2.9341
H 2.6856 -1.5490 0.6548
H 1.8803 -3.1040 0.2291
H 2.9033 -2.9537 1.7018
H -1.9508 -2.6232 3.7817
H -3.7766 -1.0270 2.0364
H -1.3325 3.7907 3.2387
H -2.9105 3.8194 3.9179
H -2.6225 4.3615 2.1640
O -0.9396 2.9672 -1.2618
Cl -0.7028 2.6346 -2.6590
O -1.6971 3.2289 -3.4026
O 0.7111 2.9046 -3.0525
O -0.6706 1.2107 -2.7544
C 2.7513 -2.2827 -3.5431
C 2.2358 -0.8753 -3.0783
N 1.7616 -0.1728 -4.0999
O 2.4438 -0.4522 -1.9001
H 3.1741 -2.9141 -2.7716
H 3.5810 -2.1263 -4.2307
H 1.9462 -2.7497 -4.0408
H 1.8730 -0.6092 -5.0043
H 1.2501 0.6829 -3.9140
*
```

Summary:
LUMO level   -0.01 eV
Kohn-Sham gap   0.308 Ha
Total energy   -2205.81507 Ha
E_HOMO   -8.4 eV
Energy above the lowest of the compared OMol25 structures with the same formula, charge and spin   0.0 kcal per mole

***

Formula: C10H13CoN2O2S
Source: the OMol25 dataset
Level of theory: ωB97M-V/def2-TZVPD

ORCA input file:
```
! RIJCOSX wB97M-V def2-TZVPD def2/J DEFGRID3
* xyz -1 2
Co -0.7715 -0.3215 1.1966
O 0.4824 1.2273 0.7134
N 1.7789 1.0179 0.8324
C 2.5950 1.9587 0.2973
C 3.9553 1.8665 0.3593
C 4.5064 0.7453 0.9993
C 3.6725 -0.2037 1.5287
C 2.2627 -0.0997 1.4609
S 1.2022 -1.2529 2.1056
H 2.0547 2.7695 -0.1662
H 4.5613 2.6432 -0.0817
H 5.5799 0.6269 1.0708
H 4.0546 -1.0862 2.0215
O -3.7982 1.0586 3.8360
C -3.1275 0.5150 3.0067
N -2.4876 -0.0372 2.1757
C -2.4904 0.4743 -1.4854
C -2.2405 -1.0123 -1.2441
C -2.3342 -1.7776 -2.5653
C -0.9072 -1.2301 -0.5331
H -3.4528 0.6495 -1.9768
H -1.7043 0.8877 -2.1256
H -2.4865 1.0339 -0.5482
H -3.0403 -1.3786 -0.5879
H -1.5613 -1.4312 -3.2594
H -3.3050 -1.6409 -3.0521
H -2.1790 -2.8480 -2.4103
H -0.0938 -0.8488 -1.1714
H -0.7257 -2.3056 -0.3969
*
```

Summary:
LUMO level (alpha / beta)   2.93 / 2.92 eV
Kohn-Sham gap (alpha / beta)   0.273 / 0.255 Ha
Total energy   -2429.82253 Ha
E_HOMO (alpha / beta)   -4.5 / -4.0 eV
Energy above the lowest of the compared OMol25 structures with the same formula, charge and spin   9.5 kcal per mole

***

Formula: C10H13F15N4NaO5S2
Source: the OMol25 dataset
Level of theory: ωB97M-V/def2-TZVPD

ORCA input file:
```
! RIJCOSX wB97M-V def2-TZVPD def2/J DEFGRID3
* xyz -1 1
Na 0.4679 -0.1965 -0.4111
N 0.0332 -1.9506 1.1930
C -1.0370 -1.6952 2.1516
C -0.4586 -1.0926 3.4340
N 0.3119 0.1308 3.3344
C -0.4149 1.3841 3.3271
C -1.1867 1.7539 2.0613
N -0.3020 1.8135 0.9056
H -0.3252 -2.4030 0.3583
H 0.7628 -2.5404 1.5771
H -1.5895 -2.6050 2.4274
H -1.7461 -1.0219 1.6693
H 0.1844 -1.8584 3.8882
H -1.2746 -0.9238 4.1435
H 0.9749 0.0973 2.5690
H 0.3083 2.1818 3.5309
H -1.1118 1.3786 4.1726
H -1.7076 2.7048 2.2527
H -1.9581 1.0165 1.8432
H 0.3090 2.6200 0.9271
H -0.8521 1.8174 0.0519
F 5.9952 -0.5255 -0.0429
C 5.3168 0.5748 0.2648
F 5.8334 1.0806 1.3887
F 5.4881 1.4692 -0.7099
S 3.5094 0.2071 0.5273
O 3.0390 1.2680 1.3638
O 3.4848 -1.1463 0.9954
N 2.8257 0.4194 -0.8880
S 2.8450 -0.6758 -2.0402
O 1.6491 -1.4748 -2.0214
O 4.1057 -1.3073 -2.2743
C 2.5680 0.4975 -3.4407
F 2.5512 -0.1913 -4.5850
F 3.5391 1.4063 -3.5126
F 1.4006 1.1235 -3.3059
F -1.9575 -2.4078 -2.1614
C -2.5572 -1.3514 -2.7204
F -3.7301 -1.7891 -3.2289
F -1.7984 -0.9743 -3.7597
C -2.6994 -0.1859 -1.6761
O -1.6002 -0.0593 -0.9633
C -3.9270 -0.5150 -0.7572
F -3.9166 0.2488 0.3440
F -3.8765 -1.7924 -0.3347
F -5.1292 -0.3409 -1.3403
C -3.0155 1.1312 -2.4570
F -3.9305 0.9897 -3.4374
F -3.4874 2.0751 -1.6177
F -1.9137 1.6345 -3.0162
*
```

Summary:
LUMO level   2.24 eV
Kohn-Sham gap   0.307 Ha
Total energy   -3440.97795 Ha
E_HOMO   -6.1 eV
Energy above the lowest of the compared OMol25 structures with the same formula, charge and spin   0.9 kcal per mole

***

Formula: C10H13F5N3RuS
Source: the OMol25 dataset
Level of theory: ωB97M-V/def2-TZVPD

ORCA input file:
```
! RIJCOSX wB97M-V def2-TZVPD def2/J DEFGRID3
* xyz 2 2
Ru -0.8655 0.0318 -0.4289
N -0.7467 1.9085 -1.3609
C 0.6536 2.1429 -1.8133
C 1.5520 1.6376 -0.7001
N 1.1804 0.2067 -0.4367
C 1.7990 -0.6937 -1.4725
C 0.9431 -1.9280 -1.6186
N -0.4172 -1.4327 -2.0020
H -1.4165 2.0704 -2.1101
H -0.9610 2.6192 -0.6649
H 0.8304 3.1947 -2.0307
H 0.8045 1.5870 -2.7359
H 1.3887 2.2039 0.2169
H 2.6078 1.7123 -0.9597
H 1.5374 -0.0623 0.4766
H 2.8394 -0.8994 -1.2259
H 1.7886 -0.1485 -2.4153
H 0.8425 -2.4413 -0.6623
H 1.3551 -2.6393 -2.3323
H -1.0827 -2.2022 -1.9716
H -0.4187 -1.1066 -2.9653
F -3.8143 -3.5448 4.2243
C -3.3407 -2.5142 3.5765
C -2.4213 -2.7174 2.5443
F -2.0321 -3.9343 2.2171
C -1.9530 -1.6169 1.8780
F -1.0580 -1.8160 0.8427
C -2.3333 -0.3101 2.1691
S -1.6240 1.0835 1.3910
C -3.2566 -0.1435 3.2056
F -3.6473 1.0716 3.5371
C -3.7593 -1.2305 3.9040
F -4.6269 -1.0529 4.8728
*
```

Summary:
LUMO level (alpha / beta)   -7.90 / -9.64 eV
Kohn-Sham gap (alpha / beta)   0.284 / 0.231 Ha
Total energy   -1544.91206 Ha
E_HOMO (alpha / beta)   -15.6 / -15.9 eV
Energy above the lowest of the compared OMol25 structures with the same formula, charge and spin   0.0 kcal per mole

***

Formula: C10H13FN3
Source: the OMol25 dataset
Level of theory: ωB97M-V/def2-TZVPD

ORCA input file:
```
! RIJCOSX wB97M-V def2-TZVPD def2/J DEFGRID3
* xyz 1 1
C -3.0226 -0.2357 1.9651
N -2.0781 0.1035 0.9570
C -2.4045 1.0164 0.0648
C -1.7006 1.3972 -1.2642
N -2.0749 2.3227 -2.1072
F -1.3011 2.6355 -3.1693
C -0.4065 0.7601 -1.2694
C 0.1510 0.2233 -2.4720
C 1.3819 -0.4662 -2.4222
C 2.0272 -0.6863 -1.2482
C 1.4695 -0.0675 -0.0677
C 2.3647 -0.2408 1.1715
N 2.2215 -1.6677 1.6428
C 0.3453 0.6785 -0.0067
H -2.7149 -0.0305 2.9732
H -4.0500 0.3722 1.8448
H -3.3217 -1.4229 1.8756
H -3.3928 1.4830 0.0693
H -0.5231 0.2532 -3.2961
H 1.7766 -0.8598 -3.3920
H 3.0227 -1.2901 -1.0790
H 3.4935 -0.0517 1.0430
H 2.0171 0.4800 1.8477
H 1.2656 -1.7333 2.0128
H 2.8848 -1.8162 2.4631
H 2.3130 -2.2611 0.8097
H 0.2565 1.1043 1.0538
*
```

Summary:
LUMO level   -3.69 eV
Kohn-Sham gap   0.324 Ha
Total energy   -652.55622 Ha
E_HOMO   -12.5 eV
Structure (SMILES)   C/N=C/C(=N/F)c1cccc(C[NH3+])c1
Energy above the lowest of the compared OMol25 structures with the same formula, charge and spin   16.1 kcal per mole

***

Formula: C10H13FeNPS
Source: the OMol25 dataset
Level of theory: ωB97M-V/def2-TZVPD

ORCA input file:
```
! RIJCOSX wB97M-V def2-TZVPD def2/J DEFGRID3
* xyz 0 6
C -0.4098 0.0571 -2.2317
C -1.2142 1.1027 -1.6751
C -0.3611 2.1282 -1.1799
C 1.0080 1.7068 -1.3872
C 0.9744 0.4326 -2.0672
Fe 0.2555 0.1723 -0.0258
P -0.0392 -2.1217 0.3801
H -0.7680 -0.7942 -2.7901
H -2.2977 1.1426 -1.6760
H -0.6871 3.0935 -0.8249
H 1.8380 -0.0980 -2.4408
H 1.8979 2.2782 -1.1773
H 1.0440 -2.9211 -0.0648
H -1.1061 -2.8472 -0.2138
H -0.1452 -2.6588 1.6917
S 0.5501 1.7124 1.6365
C 0.6000 0.7250 3.0209
N -0.4832 -0.0679 3.3052
C -0.4959 -0.9386 4.3617
C 0.5864 -1.0093 5.2073
C 1.7215 -0.2065 4.9382
C 1.7173 0.6328 3.8386
H -1.2699 -0.0528 2.6592
H -1.3980 -1.5382 4.4515
H 0.5573 -1.6783 6.0627
H 2.5865 -0.2615 5.6028
H 2.5733 1.2277 3.5543
*
```

Summary:
LUMO level (alpha / beta)   0.37 / -0.22 eV
Kohn-Sham gap (alpha / beta)   0.186 / 0.282 Ha
Total energy   -2446.74466 Ha
E_HOMO (alpha / beta)   -4.7 / -7.9 eV